# 1
Computed, not measured: C42H38BrN7O4S2Sn as an isolated structure at a distorted geometry, with ωB97M-V/def2-TZVPD.

```
95
Properties=species:S:1:pos:R:3:forces:R:3
Sn -0.30475 0.10197 1.41580 -0.238 -0.449 -0.199
C -1.51115 1.68187 4.54230 -0.323 -0.061 0.293
O -0.57725 1.87387 3.50690 0.232 0.167 -0.175
C 0.51065 2.65257 3.77070 0.326 0.186 -0.333
C 0.79835 3.16447 5.02630 -0.117 -0.105 0.145
C 1.89565 3.98717 5.22120 0.036 0.013 -0.034
C 2.72305 4.30767 4.16040 0.058 0.041 0.084
C 2.46195 3.78077 2.91170 -0.161 -0.176 -0.086
C 1.36235 2.94967 2.68550 0.419 0.480 0.912
N 1.05745 2.38987 1.45150 -0.071 0.415 -2.184
N 1.74405 2.85727 0.47520 -0.117 0.029 2.211
C 1.52185 2.53707 -0.80690 -0.692 -0.458 -0.908
C 0.32605 1.94777 -1.33530 0.215 0.185 0.387
O -0.60905 1.45627 -0.64040 -0.233 -0.151 0.344
C 0.17275 1.96517 -2.76990 0.139 -0.110 -0.424
C 1.18045 2.29257 -3.61080 -0.339 -0.109 0.146
C 2.42555 2.75747 -3.10540 0.239 0.258 0.246
C 3.51875 3.01897 -3.94910 0.042 0.120 0.021
C 4.70125 3.50267 -3.44410 0.104 -0.056 -0.249
C 4.80385 3.78177 -2.07640 -0.116 0.085 0.178
C 3.75445 3.51417 -1.23280 0.234 0.278 -0.066
C 2.55455 2.95917 -1.71070 0.075 -0.088 -0.288
H -1.85545 2.64497 4.93540 -0.002 -0.103 -0.023
H -2.34475 1.14987 4.09030 -0.004 -0.004 0.089
H -1.09785 1.07517 5.35410 0.001 0.044 -0.066
H 0.18005 2.91657 5.87310 -0.110 -0.020 0.049
H 2.09995 4.36947 6.20930 0.005 0.053 0.102
H 3.56855 4.96437 4.30910 0.071 -0.018 -0.006
H 3.11235 3.99157 2.07770 -0.004 0.057 -0.053
H -0.78035 1.62577 -3.15350 -0.062 -0.026 0.028
H 1.04815 2.20747 -4.68340 -0.005 0.023 -0.041
H 3.41795 2.83507 -5.01180 -0.042 0.007 -0.079
H 5.54465 3.68637 -4.09490 0.005 0.036 -0.077
H 5.71635 4.20907 -1.68460 0.059 0.024 0.043
H 3.82785 3.72347 -0.17820 0.085 -0.031 0.080
O -3.53135 -2.57253 2.78220 -0.336 -0.158 0.122
C -2.82045 -1.59503 2.59360 -0.707 0.092 0.063
O -1.57225 -1.50563 2.69800 0.953 0.320 -0.265
C -3.53205 -0.31063 2.12860 -0.185 -0.449 0.214
C -4.88885 -0.11493 2.35420 0.025 0.030 0.027
C -5.48875 1.02867 1.86080 0.191 0.021 0.010
C -4.71775 1.91627 1.12570 0.051 0.057 -0.011
C -3.37375 1.63937 0.94100 -0.183 0.500 -0.229
N -2.79975 0.56237 1.45110 0.527 -0.145 -0.015
H -5.43825 -0.86253 2.90100 -0.014 -0.148 0.072
H -6.53635 1.22707 2.03470 -0.090 -0.014 0.011
H -5.14965 2.80697 0.69860 -0.006 0.115 -0.054
H -2.72425 2.28317 0.36310 0.023 0.085 -0.056
C 2.19255 -5.03993 0.34680 0.005 0.038 -0.041
C 2.41155 -3.89943 1.28300 0.000 0.087 0.201
C 3.58425 -3.74373 2.01240 -0.233 0.127 -0.100
C 3.75055 -2.63333 2.82310 -0.038 0.111 0.001
C 2.71875 -1.71093 2.84670 -0.063 -0.043 -0.133
Br 2.85685 -0.12433 3.87800 0.117 0.084 0.084
N 1.59895 -1.84513 2.17570 0.082 0.127 0.448
C 1.43575 -2.92063 1.42950 0.205 -0.424 -0.016
H 2.83975 -5.87743 0.58750 0.027 -0.149 0.003
H 2.41585 -4.71703 -0.66920 0.019 -0.031 -0.161
H 1.15555 -5.36233 0.37970 -0.099 -0.130 -0.048
H 4.36515 -4.48653 1.93670 0.100 -0.060 0.027
H 4.64395 -2.47783 3.40560 0.067 0.011 0.047
H 0.48405 -2.97743 0.92180 -0.063 -0.144 -0.132
N -0.85165 -1.44743 -0.36330 0.156 0.222 0.828
S -2.27175 -2.11993 -0.40770 -0.071 -0.079 -1.475
C -2.07885 -3.41973 -1.66330 -0.059 -0.044 0.415
C -0.80025 -3.84043 -1.98260 0.105 0.120 0.134
C -0.63345 -4.91113 -2.84490 -0.068 -0.069 -0.082
C -1.74095 -5.54763 -3.38120 0.100 -0.048 -0.049
C -3.01685 -5.10293 -3.07240 -0.089 0.040 0.052
C -3.19105 -4.03813 -2.20540 -0.041 -0.042 -0.005
C -3.37345 -1.07303 -1.40080 -0.030 -0.067 0.387
C -2.89865 -0.39833 -2.50940 0.130 -0.023 -0.063
C -3.73275 0.47517 -3.18340 0.097 -0.011 -0.038
C -5.03055 0.67397 -2.74040 -0.136 -0.009 0.043
C -5.50335 -0.01443 -1.63560 -0.085 0.046 -0.138
C -4.67185 -0.89223 -0.96130 0.042 -0.194 0.028
H -0.48195 -1.19423 -1.27130 0.095 0.154 -0.159
H 0.05895 -3.33793 -1.55900 0.041 -0.001 0.077
H 0.36385 -5.25133 -3.08290 0.059 -0.019 -0.044
H -1.61055 -6.39473 -4.03830 0.005 -0.046 -0.071
H -3.88075 -5.59193 -3.49510 -0.082 -0.056 -0.055
H -4.17885 -3.68503 -1.95190 -0.161 -0.020 0.006
H -1.88235 -0.55123 -2.84140 0.127 0.031 -0.043
H -3.37515 1.00757 -4.05330 0.062 0.022 -0.035
H -5.67505 1.36727 -3.26020 -0.059 0.048 -0.045
H -6.51755 0.13747 -1.29850 -0.087 0.005 0.063
H -5.01995 -1.43363 -0.09560 -0.078 -0.039 0.162
N 3.54675 -0.16973 -3.15930 0.141 0.215 -0.093
C 3.68705 -0.17273 -1.81380 0.465 -0.141 -0.358
N 4.70615 0.55307 -1.31210 -0.017 0.086 -0.188
S 2.74595 -1.13933 -0.85710 -0.532 -0.367 0.469
H 3.91345 0.60717 -3.69150 0.002 -0.094 0.054
H 2.72265 -0.61813 -3.52160 0.016 0.032 0.102
H 5.09585 1.31277 -1.85340 -0.028 -0.063 0.041
H 4.74895 0.64447 -0.31040 -0.104 -0.032 -0.057
```
Positions in Å, forces in eV/Å.

Summary:
spin multiplicity = 1
frontier orbital gap = 6.6 eV
largest force on an atom = 2.22 eV/A
HOMO energy = -6.78 eV

Löwdin population analysis, charges in e, atoms 1 to 5:
1. Sn 1.42
2. C -0.06
3. O -0.21
4. C -0.26
5. C -0.03

=====

# 2
Computed, not measured: C42H38CoGeN4O5 as an isolated structure, with ωB97M-V/def2-TZVPD.

```
91
Properties=species:S:1:pos:R:3:forces:R:3
Co -0.03549 -0.43933 0.41655 -0.001 -0.111 0.815
C 0.86963 6.72627 0.54646 -0.044 0.051 -0.053
O -0.27353 6.45919 -0.25127 0.152 0.307 0.150
C -0.45499 5.18409 -0.65245 -0.046 -0.295 -0.070
C -1.58386 4.94261 -1.44516 -0.080 0.088 -0.051
C -1.84169 3.66837 -1.88645 -0.103 -0.109 -0.022
C -1.00553 2.58757 -1.56701 -0.049 0.203 0.144
C -1.33300 1.20910 -1.97014 -0.350 0.249 -0.277
C -2.46675 0.97564 -2.93666 -0.015 0.016 -0.169
O -0.74967 0.22901 -1.54931 0.421 -0.397 0.131
C 0.14785 2.86385 -0.81708 -0.070 -0.042 -0.069
O 1.04720 1.90694 -0.63883 0.614 0.148 0.231
C 0.40894 4.15010 -0.33992 -0.024 0.049 0.004
H 0.84114 7.78796 0.76987 -0.026 0.042 0.008
H 1.79296 6.49585 0.01174 0.009 -0.020 -0.036
H 0.84688 6.15764 1.47777 -0.028 -0.034 0.032
H -2.23266 5.77088 -1.69971 0.015 -0.028 0.040
H -2.72942 3.49346 -2.48281 0.056 0.038 0.021
H -2.24767 1.43657 -3.90293 -0.042 0.032 0.027
H -3.39981 1.39853 -2.56179 0.017 -0.004 0.005
H -2.58933 -0.09776 -3.06039 -0.004 0.010 0.013
H 1.32322 4.30287 0.21778 -0.030 -0.040 -0.023
N -0.05157 -0.86417 2.65085 0.019 -0.231 -0.037
C -0.00403 -2.33460 2.70040 0.030 0.136 -0.119
C 0.92197 -2.87570 1.60010 0.013 -0.016 -0.023
O 1.40580 -3.98875 1.75151 -0.001 0.145 -0.118
O 1.08735 -2.09313 0.58738 0.061 0.010 -0.152
H 0.83610 -0.48778 2.96401 0.039 0.037 0.026
H -0.77268 -0.48907 3.25282 -0.074 -0.019 -0.003
H -1.00110 -2.71826 2.48213 -0.037 0.011 0.023
H 0.32488 -2.73644 3.65730 0.043 -0.009 0.075
N -6.59533 -3.44712 -0.53682 -0.077 0.064 -0.018
C -7.47082 -4.22910 -1.25799 0.030 -0.016 -0.006
C -8.80996 -4.54042 -1.09519 0.053 0.016 0.010
C -9.39230 -5.38027 -2.04337 0.014 0.019 0.042
C -8.64418 -5.88310 -3.10821 0.067 0.001 -0.019
C -7.29564 -5.57447 -3.26051 -0.068 -0.012 0.027
C -6.69282 -4.73843 -2.32164 0.106 0.030 -0.012
N -5.39616 -4.28911 -2.24060 -0.081 -0.018 0.084
C -5.34779 -3.51272 -1.15402 -0.048 -0.129 -0.139
C -4.21181 -2.83148 -0.66152 0.109 -0.022 -0.074
C -4.26216 -1.85907 0.38358 -0.096 -0.152 -0.034
C -3.12365 -1.22570 0.78510 0.193 0.180 0.110
N -1.88858 -1.45666 0.27253 0.211 -0.118 -0.289
C -1.82684 -2.40633 -0.72722 -0.280 0.070 0.125
C -2.90707 -3.07780 -1.20634 -0.202 0.106 0.101
H -6.79453 -2.97736 0.32409 0.009 0.011 0.061
H -9.38281 -4.15644 -0.25880 -0.012 0.013 -0.030
H -10.43761 -5.64856 -1.94707 0.021 0.006 -0.009
H -9.12795 -6.53392 -3.82748 0.025 0.010 0.000
H -6.71329 -5.97277 -4.08228 -0.020 0.006 0.011
H -5.19985 -1.59633 0.86179 0.059 0.052 0.003
H -3.17449 -0.46861 1.56400 0.010 -0.025 -0.011
H -0.84203 -2.60865 -1.13055 0.030 0.040 0.058
H -2.80154 -3.81208 -1.99272 0.051 0.007 0.008
C 1.15503 1.28508 0.73291 0.098 -0.425 -0.588
Ge 3.11430 0.94191 0.82971 -0.142 0.167 -0.196
C 4.10743 2.41613 1.69734 0.063 -0.024 -0.041
C 5.50384 2.33944 1.74011 -0.061 0.097 0.063
C 6.25438 3.28807 2.42237 -0.026 -0.011 -0.028
C 5.61925 4.33257 3.08653 -0.029 -0.065 -0.036
C 4.23506 4.42696 3.05038 0.016 0.002 -0.021
C 3.49020 3.47569 2.35856 -0.009 0.012 -0.058
C 3.76117 -0.61185 1.82858 -0.185 -0.044 0.084
C 4.22750 -1.75898 1.18755 -0.005 0.024 0.102
C 4.63928 -2.86197 1.92399 -0.002 0.018 0.000
C 4.59533 -2.83244 3.31125 -0.004 -0.006 -0.020
C 4.15279 -1.69109 3.96463 -0.067 0.019 -0.040
C 3.73992 -0.58905 3.22458 -0.001 -0.035 -0.049
C 3.71083 0.77760 -1.03186 -0.155 -0.070 0.031
C 3.14214 -0.23205 -1.81591 -0.003 0.071 0.023
C 3.42748 -0.32650 -3.17038 0.025 0.033 -0.007
C 4.28309 0.59428 -3.76583 0.015 -0.010 0.044
C 4.85204 1.60226 -3.00032 -0.029 -0.018 0.043
C 4.56570 1.69102 -1.64074 0.023 -0.033 -0.028
H 0.91964 2.07075 1.45928 -0.125 -0.043 0.081
H 6.00880 1.51647 1.24136 -0.010 0.034 0.048
H 7.33573 3.20875 2.44222 -0.037 0.007 0.017
H 6.20262 5.06072 3.63693 -0.010 0.016 -0.027
H 3.73253 5.23930 3.56417 0.017 -0.027 0.000
H 2.40611 3.56062 2.34177 0.061 -0.020 0.018
H 4.25624 -1.79652 0.10486 -0.036 -0.049 0.049
H 4.97021 -3.75820 1.41321 -0.026 0.033 0.010
H 4.88848 -3.70583 3.88222 0.007 0.036 -0.025
H 4.11305 -1.66431 5.04713 0.018 0.010 0.001
H 3.40630 0.30736 3.74208 0.015 -0.029 0.018
H 2.45049 -0.93899 -1.36513 0.034 -0.027 -0.021
H 2.96962 -1.10878 -3.76527 0.024 0.020 0.029
H 4.50434 0.52778 -4.82473 -0.019 -0.002 0.015
H 5.50917 2.32946 -3.46358 0.008 -0.022 0.016
H 5.00799 2.48931 -1.05345 -0.016 0.007 -0.032
```
Positions in Å, forces in eV/Å.

Summary:
spin multiplicity = 5
frontier orbital gap (alpha / beta) = 4.3 / 7.2 eV
largest force on an atom = 0.82 eV/A
HOMO energy (alpha / beta) = -2.20 / -5.13 eV
charge = -1

Löwdin population analysis, charges in e, atoms 1 to 5:
1. Co 0.71
2. C -0.08
3. O -0.07
4. C -0.28
5. C -0.01

=====

# 3
Computed, not measured: C42H38I2IrN6O3 as an isolated structure, with ωB97M-V/def2-TZVPD.

```
92
Properties=species:S:1:pos:R:3:forces:R:3
Ir -0.24925 0.10487 0.00321 0.238 0.078 -0.867
O 2.33843 -1.51730 4.47210 0.697 0.088 -0.609
C 3.37794 -1.41888 3.69331 -0.727 -0.024 0.356
C 4.65121 -1.84030 4.20539 -0.033 0.056 -0.143
C 5.75669 -1.77383 3.40578 -0.155 -0.030 0.192
C 5.64604 -1.29425 2.08963 -0.100 0.034 -0.032
C 4.41092 -0.86231 1.56937 -0.316 0.016 0.237
C 3.27726 -0.90737 2.34016 0.003 -0.042 0.020
C 1.96352 -0.45499 1.78640 0.097 0.164 -0.069
O 1.92057 0.04321 0.64251 0.534 -0.307 0.337
N 0.93216 -0.62170 2.61192 -0.404 -0.035 0.183
N -0.25320 -0.23537 2.03593 -0.199 0.074 0.636
C -1.32969 -0.13321 2.73534 0.566 0.004 -0.373
C -2.50694 0.38977 2.03921 0.057 -0.051 -0.075
C -3.74034 0.51342 2.66049 0.066 0.030 -0.109
C -4.78612 1.08595 1.94945 0.099 0.013 -0.067
C -4.55340 1.52702 0.65618 0.067 -0.028 0.031
C -3.28777 1.36487 0.10862 -0.015 0.039 0.093
N -2.28850 0.79909 0.77230 -0.640 -0.110 0.412
H 1.48497 -1.18145 3.93591 0.417 0.018 -0.190
H 4.68442 -2.20300 5.22020 0.021 -0.042 0.115
H 6.72032 -2.08594 3.77791 0.047 -0.038 0.050
H 6.52515 -1.25439 1.46427 0.067 0.015 -0.049
H 4.34069 -0.48827 0.55850 -0.039 0.022 -0.061
H -1.34472 -0.36419 3.79460 0.015 -0.005 0.002
H -3.86857 0.17974 3.67964 -0.015 -0.017 0.058
H -5.75858 1.20205 2.40501 -0.046 0.002 0.015
H -5.32990 2.00194 0.07718 -0.064 0.033 -0.036
H -3.05402 1.72381 -0.88571 -0.020 0.016 -0.019
C -2.46838 0.34244 -3.60316 0.085 0.084 -0.055
C -1.41983 -0.73597 -3.63014 0.054 -0.026 -0.054
C -1.60907 -1.85038 -4.43565 0.153 -0.094 0.027
C -0.61955 -2.81700 -4.55578 -0.025 0.123 0.072
C 0.59142 -2.64565 -3.90565 -0.122 0.022 -0.046
C 0.81970 -1.53974 -3.09356 -0.025 -0.024 0.006
C 2.18502 -1.33456 -2.49230 -0.068 0.075 0.016
C -0.21951 -0.62051 -2.91803 0.069 -0.040 -0.147
N -0.05518 0.43700 -1.97903 -0.127 -0.216 0.142
C 0.27064 1.68595 -2.34540 0.062 0.168 0.022
C 0.54211 2.05028 -3.76942 -0.033 0.037 -0.022
C 0.41252 2.60600 -1.30498 0.037 0.196 -0.446
C 0.76566 4.03478 -1.58598 -0.025 -0.009 0.048
N 0.19586 2.15788 -0.05528 -0.264 -0.433 0.123
C 0.64636 2.91083 1.07020 0.301 -0.038 0.172
C 2.03054 3.04514 1.31047 -0.052 -0.059 0.020
C 3.09513 2.66190 0.31723 -0.063 0.042 -0.058
C 2.44949 3.65541 2.48628 -0.119 0.019 0.008
C 1.54059 4.17727 3.39040 -0.144 -0.024 -0.115
C 0.19067 4.13586 3.08804 0.136 -0.016 0.031
C -0.27212 3.52468 1.92662 -0.075 0.052 0.117
C -1.73432 3.66011 1.59650 0.016 0.010 -0.065
H -3.46958 -0.07726 -3.69004 -0.043 -0.003 -0.032
H -2.33848 1.01981 -4.44864 0.029 0.036 -0.035
H -2.40531 0.94985 -2.70105 0.007 0.008 -0.021
H -2.53215 -1.95099 -4.98824 -0.094 -0.022 -0.063
H -0.77669 -3.67635 -5.18928 -0.023 -0.082 -0.057
H 1.38790 -3.36149 -4.05175 0.068 -0.072 -0.021
H 2.94639 -1.60766 -3.22114 0.034 0.001 -0.020
H 2.33441 -1.95193 -1.60834 -0.010 -0.053 0.112
H 2.34244 -0.29776 -2.19888 0.025 0.006 0.015
H 0.42694 1.19400 -4.42801 0.004 -0.020 -0.019
H 1.56015 2.42712 -3.87747 0.029 0.016 -0.014
H -0.12720 2.83984 -4.11148 -0.039 0.044 -0.018
H 0.05295 4.46906 -2.28830 -0.013 0.014 -0.018
H 1.75275 4.12085 -2.03998 0.061 -0.011 -0.029
H 0.75681 4.63007 -0.67707 -0.003 0.031 0.012
H 2.78952 1.87394 -0.35749 -0.028 -0.096 -0.080
H 3.99892 2.35053 0.83939 0.034 -0.060 0.000
H 3.36663 3.52939 -0.28468 0.022 0.106 -0.012
H 3.51001 3.75175 2.67331 0.085 0.010 0.015
H 1.88379 4.66568 4.28894 0.026 0.021 0.108
H -0.52326 4.61522 3.74359 -0.044 0.041 0.049
H -2.08808 4.64037 1.90942 0.014 0.061 0.007
H -2.34638 2.92350 2.11756 -0.013 0.067 0.001
H -1.90522 3.56761 0.52465 -0.017 -0.009 0.049
I 2.16659 -4.63098 1.10219 0.019 0.012 0.013
C 0.20118 -4.39142 0.53407 0.029 -0.142 0.030
C -0.67024 -5.46178 0.52507 -0.021 0.103 -0.040
C -1.99311 -5.31288 0.11312 0.069 0.007 0.017
I -3.20262 -6.97099 0.16674 -0.034 -0.036 -0.018
C -2.48828 -4.03641 -0.33216 0.016 0.004 -0.052
C -3.77396 -3.81549 -0.84990 -0.026 0.070 -0.005
C -4.10302 -2.55893 -1.29486 0.139 -0.066 0.033
C -3.16745 -1.52785 -1.18094 -0.149 0.054 0.036
N -1.96511 -1.69553 -0.66366 0.037 -0.032 0.224
C -1.62529 -2.93326 -0.28076 0.015 -0.024 -0.036
C -0.23509 -3.08395 0.14120 -0.080 -0.093 -0.084
O 0.52469 -2.10518 0.11575 0.012 0.365 -0.007
H -0.32124 -6.43641 0.83370 0.012 -0.030 0.025
H -4.48303 -4.62951 -0.91258 -0.006 -0.002 -0.009
H -5.06776 -2.35815 -1.73220 -0.093 0.024 -0.027
H -3.41062 -0.53712 -1.53599 -0.040 -0.072 0.130
```
Positions in Å, forces in eV/Å.

Summary:
spin multiplicity = 6
frontier orbital gap (alpha / beta) = 5.3 / 4.6 eV
largest force on an atom = 0.93 eV/A
HOMO energy (alpha / beta) = -11.12 / -13.04 eV
charge = +2

Löwdin population analysis, charges in e, atoms 1 to 5:
1. Ir 1.56
2. O 0.16
3. C -0.20
4. C 0.07
5. C -0.01

=====

> largest force on an atom of number 3 (C42H38I2IrN6O3)?

0.93 eV/A

=====

> Among the records above, which one has the highest largest force on an atom?

C42H38BrN7O4S2Sn

=====

> The lowest spin multiplicity belongs to which entry?

C42H38BrN7O4S2Sn